1) {
  "formula": "C4H4NO",
  "method": "wB97M-V/def2-TZVPD",
  "mol_weight_da": 82.1,
  "charge": 1,
  "elements": ["C", "H", "C", "C", "N", "H", "H", "O", "H", "C"],
  "coordinates": [[0.6262, 1.3730, -0.3185], [-0.5707, -1.8521, 0.5333], [-0.2831, -1.0666, -0.3288], [1.6264, 0.4006, 0.0949], [1.0393, -0.6926, -0.1790], [-1.6058, 2.4468, 0.7410], [-0.5713, -1.3707, -1.4391], [-1.2493, 0.0208, 0.0679], [2.6587, 0.7873, 0.1862], [-0.6555, 1.1014, 0.0476]],
  "mulliken_charge": [-0.117, 0.298, -0.246, 0.154, -0.183, 0.465, 0.327, -0.201, 0.350, 0.154]
}

=====

2) {
  "formula": "C4H4NO",
  "method": "wB97M-V/def2-TZVPD",
  "mol_weight_da": 82.1,
  "charge": 1,
  "smiles": "[NH+]#C/C=C\\C=O",
  "elements": ["N", "C", "H", "O", "C", "H", "C", "C", "H", "H"],
  "coordinates": [[0.9915, -1.3458, 1.8754], [0.2853, 1.8601, -0.1084], [-0.2278, -1.4158, -0.9680], [1.2120, 2.5318, -0.5003], [0.1182, -0.5925, -0.4445], [-0.3136, 0.8614, -1.8743], [-0.0701, 0.7018, -0.8440], [0.5282, -1.0304, 0.8486], [0.8479, -1.8845, 2.7421], [-0.2640, 2.0574, 0.7189]],
  "mulliken_charge": [-0.060, -0.133, 0.427, -0.342, -0.351, 0.390, -0.085, 0.323, 0.377, 0.455]
}

=====

3) {
  "formula": "C4H4NO",
  "method": "wB97M-V/def2-TZVPD",
  "mol_weight_da": 82.1,
  "charge": 1,
  "smiles": "C=C1C[N+]1=C=O",
  "elements": ["C", "N", "C", "H", "C", "H", "O", "H", "H", "C"],
  "coordinates": [[0.3812, -2.0291, -0.0308], [0.4075, -0.8600, 0.2853], [-1.4215, 1.0262, -0.2849], [-1.7140, 2.0469, -0.7371], [-0.2189, 0.8225, 0.0571], [1.9241, 0.6576, -0.3382], [0.3119, -3.1248, -0.3026], [1.5472, 0.5259, 1.5440], [-2.3314, 0.5192, -0.6401], [1.1140, 0.4157, 0.4473]],
  "mulliken_charge": [0.585, -0.193, -0.441, 0.270, 0.312, 0.282, -0.215, 0.282, 0.343, -0.225]
}

=====

It is 2) that is most stable; the runner-up trails by 1.279 eV.

=====

1) {
  "formula": "CH2BrO2S",
  "method": "wB97M-V/def2-TZVPD",
  "mol_weight_da": 158.0,
  "charge": -1,
  "elements": ["H", "H", "S", "C", "O", "O", "Br"],
  "coordinates": [[0.6048, 0.6798, -0.6641], [-1.1371, 0.1416, -0.8521], [-0.2751, -0.2414, 1.2970], [-0.0883, -0.1097, -0.5005], [-1.1167, 1.0356, 1.1337], [1.1745, -0.0216, 1.6590], [0.8380, -1.4844, -2.0730]],
  "mulliken_charge": [0.363, 0.364, 0.496, -0.563, -0.610, -0.621, -0.429]
}

=====

2) {
  "formula": "CH2BrO2S",
  "method": "wB97M-V/def2-TZVPD",
  "mol_weight_da": 158.0,
  "charge": -1,
  "elements": ["O", "S", "H", "O", "C", "H", "Br"],
  "coordinates": [[1.0158, 1.4897, -0.8311], [0.6201, 0.7636, 0.3619], [-0.9593, -1.0924, 0.8496], [-1.1500, 0.9729, 0.4524], [-0.7047, -0.3238, 0.1218], [-0.8855, -0.6563, -0.9057], [2.0635, -1.1537, -0.0489]],
  "mulliken_charge": [-0.554, 0.415, 0.263, -0.496, -0.246, 0.261, -0.642]
}

=====

It is 1) that is most stable; the runner-up trails by 0.072 eV.

=====

1) {
  "formula": "C4H11N2OS",
  "method": "wB97M-V/def2-TZVPD",
  "mol_weight_da": 135.2,
  "charge": 1,
  "smiles": "NC/C(O)=[NH+]/CCS",
  "elements": ["H", "H", "N", "O", "H", "C", "H", "H", "C", "H", "C", "N", "H", "H", "H", "S", "H", "C", "H"],
  "coordinates": [[2.6650, -1.3681, -1.2242], [0.5011, -0.3439, -2.0900], [-2.6352, -0.7968, 0.1028], [-0.0682, 0.3625, 1.7170], [1.3287, -1.6284, -0.0878], [1.9597, -0.8422, -0.5588], [2.0659, -0.0802, 1.7948], [-0.9337, 0.3494, 2.1494], [1.1344, 0.1746, -1.3588], [-2.4211, 0.9163, 1.2863], [-1.9612, 0.4842, 0.3840], [0.2505, 1.1490, -0.6218], [-2.2137, 1.1676, -0.4415], [0.8379, 1.8569, -0.1643], [-2.3823, -1.5680, 0.7136], [2.9223, -0.0078, 0.7858], [1.8138, 0.7512, -1.9974], [-0.4663, 0.5374, 0.4485], [-2.3977, -1.1138, -0.8378]],
  "mulliken_charge": [0.404, 0.344, -0.498, -0.317, 0.301, -0.559, 0.151, 0.415, -0.657, 0.549, -1.106, -0.128, 0.364, 0.427, 0.251, -0.162, 0.385, 0.555, 0.281]
}

=====

2) {
  "formula": "C4H11N2OS",
  "method": "wB97M-V/def2-TZVPD",
  "mol_weight_da": 135.2,
  "charge": 1,
  "smiles": "C[C@@](S)(C[NH3+])C(N)=O",
  "elements": ["N", "H", "H", "H", "C", "H", "C", "H", "H", "H", "H", "H", "S", "O", "C", "H", "H", "C", "N"],
  "coordinates": [[-0.7535, 0.9349, -1.5185], [-1.6573, 0.7585, -1.3619], [-1.8121, 0.2928, 0.9088], [1.6527, -0.2443, 2.4530], [0.0409, -0.2648, -1.4326], [1.1335, -0.1772, -1.8903], [0.6874, 0.6836, 0.8669], [1.8820, 1.4369, 2.3189], [1.9213, -1.9227, -0.4022], [-0.6839, 1.5279, -2.3526], [-2.0569, -1.2271, -0.1302], [-0.3976, -1.1750, -1.9584], [1.0767, -2.0220, 0.6176], [0.6388, 1.8828, 0.5039], [-1.3753, -0.7030, 0.5824], [-1.5283, -1.3230, 1.4709], [-0.1440, 1.5765, -0.8207], [0.0651, -0.5841, 0.1082], [1.3104, 0.5495, 2.0369]],
  "mulliken_charge": [-0.128, 0.255, 0.378, 0.210, -0.899, 0.417, 0.539, 0.311, 0.186, 0.384, 0.361, 0.368, -0.122, -0.727, -1.548, 0.397, 0.340, 0.657, -0.378]
}

=====

It is 2) that is most stable; the runner-up trails by 2.121 eV.

=====

1) {
  "formula": "CH3I2P",
  "method": "wB97M-V/def2-TZVPD",
  "mol_weight_da": 299.8,
  "smiles": "CP(I)I",
  "elements": ["H", "H", "H", "C", "I", "P", "I"],
  "coordinates": [[-1.5930, -0.4050, -0.7347], [-1.1952, 1.0106, 0.2652], [-0.8982, -0.6678, 0.8802], [-0.9202, -0.0048, 0.0260], [1.7544, 1.9289, 0.2536], [0.8659, -0.0289, -0.9428], [1.9864, -1.8329, 0.2524]],
  "mulliken_charge": [0.300, 0.325, 0.342, -0.953, -0.037, 0.035, -0.012]
}

=====

2) {
  "formula": "CH3I2P",
  "method": "wB97M-V/def2-TZVPD",
  "mol_weight_da": 299.8,
  "elements": ["H", "P", "H", "H", "I", "C", "I"],
  "coordinates": [[-0.7564, 0.6597, 1.4060], [0.2585, 0.2548, 0.5362], [0.8869, -0.4932, 1.6678], [0.9271, 1.5938, 0.2920], [1.0881, -1.6804, -1.8223], [-0.5417, -0.9222, -0.4489], [-1.8626, 0.5874, -1.6309]],
  "mulliken_charge": [0.135, -0.065, 0.145, 0.147, -0.014, -0.312, -0.035]
}

=====

It is 1) that is most stable; the runner-up trails by 4.194 eV.

=====

1) {
  "formula": "C2H7N",
  "method": "wB97M-V/def2-TZVPD",
  "mol_weight_da": 45.1,
  "smiles": "CCN",
  "elements": ["N", "C", "H", "H", "H", "H", "C", "H", "H", "H"],
  "coordinates": [[1.2230, -0.3585, -0.1061], [0.0681, 0.5850, 0.0637], [-1.1529, -1.2001, 0.6064], [2.0439, 0.1740, -0.4944], [-1.6326, -0.5712, -1.0626], [0.1822, 1.3356, -0.6750], [-1.2935, -0.2439, -0.0341], [-0.0854, 1.1282, 1.0158], [1.5420, -0.7492, 0.8979], [-2.1053, 0.3450, 0.2767]],
  "mulliken_charge": [-0.612, -0.302, 0.223, 0.249, 0.252, 0.351, -0.953, 0.201, 0.235, 0.356]
}

=====

2) {
  "formula": "C2H7N",
  "method": "wB97M-V/def2-TZVPD",
  "mol_weight_da": 45.1,
  "smiles": "CNC",
  "elements": ["C", "H", "H", "H", "H", "N", "H", "H", "C", "H"],
  "coordinates": [[-1.2230, -0.0976, -0.0508], [-2.0823, 0.4965, 0.1410], [1.3270, -0.6984, 0.8802], [0.0751, 1.4745, 0.4791], [1.2403, -0.8072, -0.8901], [-0.0473, 0.6749, -0.2099], [-1.3908, -0.6149, -0.9971], [2.0737, 0.5487, -0.1114], [1.2060, -0.0985, -0.0576], [-1.1786, -0.8779, 0.8167]],
  "mulliken_charge": [-0.741, 0.336, 0.282, 0.248, 0.281, -0.380, 0.255, 0.314, -0.827, 0.233]
}

=====

It is 2) that is most stable; the runner-up trails by 0.105 eV.

=====

1) {
  "formula": "C2H7N",
  "method": "wB97M-V/def2-TZVPD",
  "mol_weight_da": 45.1,
  "smiles": "CNC",
  "elements": ["H", "H", "N", "C", "C", "H", "H", "H", "H", "H"],
  "coordinates": [[2.1206, 0.3708, 0.1868], [1.0014, -0.9991, 0.8555], [-0.0508, 0.6268, -0.1242], [1.2180, -0.2236, 0.0075], [-1.1521, -0.2436, 0.0195], [-0.0303, 1.4119, 0.5561], [-1.2132, -0.8222, -0.9107], [1.3976, -0.8577, -0.8690], [-2.0600, 0.2906, -0.0320], [-1.2561, -0.9787, 0.9208]],
  "mulliken_charge": [0.298, 0.227, -0.386, -0.697, -0.866, 0.254, 0.297, 0.251, 0.368, 0.254]
}

=====

2) {
  "formula": "C2H7N",
  "method": "wB97M-V/def2-TZVPD",
  "mol_weight_da": 45.1,
  "smiles": "C=N.C",
  "elements": ["H", "H", "H", "C", "N", "H", "H", "H", "H", "C"],
  "coordinates": [[-2.6029, -0.0036, 1.7346], [-2.1080, -1.0190, 0.4389], [-3.3501, -1.6432, 1.5583], [2.6473, 0.7210, -1.4625], [2.2819, 1.8607, -1.0791], [3.5146, 0.2552, -0.9798], [2.2082, 0.0558, -2.2144], [1.4764, 2.1605, -1.6326], [-1.6268, -1.3187, 2.1528], [-2.4407, -1.0685, 1.4837]],
  "mulliken_charge": [0.234, 0.221, 0.226, -0.220, -0.476, 0.237, 0.213, 0.245, 0.232, -0.913]
}

=====

It is 1) that is most stable; the runner-up trails by 0.159 eV.